A) Entry from the OMol25 dataset: a cluster of 2 separate species, C3H9S in total (wB97M-V/def2-TZVPD).

Calculated values
HOMO energy = -2.5 eV
total charge = -1
orbital gap = 6.41 eV
molecular weight = 77.17 u

Each line ends with the natural charge from an NBO analysis.
Positions of all 13 atoms, in Å:
S: -1.6199 -2.8966 -1.0877  -1.056
H: -2.6224 -1.9832 -1.1748  0.085
C: 1.0182 -0.6402 -0.1319  -0.679
C: 0.8483 0.7786 0.3613  -0.403
C: -0.5608 1.2766 0.4176  -0.603
H: 1.8844 -0.6729 -0.7913  0.188
H: 0.9681 -1.4634 0.5903  0.220
H: 0.0946 -1.0343 -0.6608  0.287
H: 1.3609 0.8587 1.3325  0.179
H: 1.5239 1.4212 -0.2436  0.179
H: -0.6115 2.3549 0.6593  0.180
H: -1.1669 0.8754 1.2416  0.206
H: -1.1169 1.1254 -0.5124  0.216

=====

B) Entry from the OMol25 dataset: a cluster of 2 separate species, C3H9S in total (wB97M-V/def2-TZVPD).

Calculated values
HOMO energy = -2.5 eV
total charge = -1
orbital gap = 6.58 eV
molecular weight = 77.17 u

Each line ends with the natural charge from an NBO analysis.
Positions of all 13 atoms, in Å:
S: -2.2785 0.1999 0.3774  -1.082
H: -3.6191 0.2529 0.4394  0.090
C: 1.8647 -1.2451 0.2927  -0.602
C: 1.1462 -0.3413 -0.6981  -0.416
C: 1.3149 1.1349 -0.3606  -0.602
H: 1.3897 -1.1506 1.2746  0.212
H: 1.8978 -2.2859 -0.0121  0.195
H: 2.9023 -0.9166 0.4311  0.175
H: 1.4435 -0.5360 -1.7313  0.171
H: 0.0685 -0.5255 -0.6713  0.259
H: 0.7626 1.7500 -1.0664  0.213
H: 2.3561 1.4710 -0.3666  0.168
H: 0.8910 1.3367 0.6252  0.219

=====

Verdict on stability: A) comes out at the bottom.

=====

A) Entry from the OMol25 dataset: an isolated molecule of C7H10O (wB97M-V/def2-TZVPD).

Calculated values
HOMO energy = -8.7 eV
orbital gap = 9.54 eV
molecular weight = 110.16 u
SMILES string = C=C/C=C/CCC=O

Each line ends with the natural charge from an NBO analysis.
Positions of all 18 atoms, in Å:
O: 0.1035 2.6547 -2.5824  -0.503
C: 1.0176 2.0446 -2.1128  0.452
C: 1.2887 0.6119 -1.8942  -0.527
C: -0.0214 -0.0519 -1.3667  -0.432
C: -0.3282 0.2130 0.0855  -0.167
C: -0.4133 -0.7659 0.9901  -0.234
C: -0.9874 -0.6558 2.3130  -0.221
C: -1.0834 -1.7809 3.0550  -0.374
H: 1.8821 2.5299 -1.6575  0.082
H: 1.7982 0.0347 -2.7183  0.255
H: 2.0265 0.4631 -1.0624  0.220
H: -0.9270 0.3897 -2.0019  0.231
H: -0.0281 -1.1008 -1.5431  0.213
H: -0.5977 1.2550 0.3712  0.198
H: -0.0138 -1.7242 0.6263  0.197
H: -1.4447 0.2685 2.7035  0.216
H: -1.5421 -1.6271 4.0354  0.196
H: -0.7297 -2.7583 2.7592  0.198

=====

B) Entry from the OMol25 dataset: an isolated molecule of C7H10O (wB97M-V/def2-TZVPD).

Calculated values
HOMO energy = -9.2 eV
orbital gap = 10.23 eV
molecular weight = 110.16 u
SMILES string = C[C@H]1CC=C[C@@H]2O[C@H]21

Each line ends with the natural charge from an NBO analysis.
Positions of all 18 atoms, in Å:
C: 2.1461 -0.1674 -0.6120  -0.617
C: 1.1532 0.1631 0.4559  -0.220
C: 0.3620 1.5525 0.2557  -0.454
C: -1.1067 1.4686 -0.0561  -0.173
C: -1.7762 0.3169 -0.3363  -0.223
C: -0.8077 -0.7758 -0.4551  -0.006
C: -0.0123 -0.7624 0.7045  0.050
H: 2.4995 -1.2032 -0.4963  0.226
H: 1.6894 0.0121 -1.5985  0.206
H: 3.0346 0.4680 -0.4537  0.217
H: 1.7097 0.3136 1.3677  0.201
H: 0.8656 2.1381 -0.5848  0.232
H: 0.5280 2.2202 1.1851  0.228
H: -1.7396 2.3521 -0.1739  0.216
H: -2.8025 0.3003 -0.7330  0.217
H: -0.2837 -0.8165 -1.4372  0.174
H: -0.5725 -0.4537 1.5947  0.182
O: -0.5849 -2.0130 0.1988  -0.456

=====

C) Entry from the OMol25 dataset: an isolated molecule of C7H10O (wB97M-V/def2-TZVPD).

Calculated values
HOMO energy = -8.6 eV
orbital gap = 9.32 eV
molecular weight = 110.16 u
SMILES string = O[C@@H]1[C@H]2[C@H]3C[C@H](C3)[C@@H]12

Each line ends with the natural charge from an NBO analysis.
Positions of all 18 atoms, in Å:
C: 1.4995 0.1561 -0.1736  0.106
C: 0.2686 -1.0140 -0.2875  -0.268
C: -1.2243 -0.5979 -0.8368  -0.209
C: -2.0112 -0.5120 0.5570  -0.407
C: -0.9286 0.7765 0.7961  -0.214
C: -1.1369 0.9860 -0.7787  -0.399
C: 0.2800 -0.0149 0.9103  -0.278
H: 3.4816 -0.5185 0.6851  0.462
H: 1.3745 1.1481 -0.7592  0.181
H: 0.5893 -2.0139 -0.3140  0.222
H: -1.8723 -1.1278 -1.6112  0.226
H: -1.9148 -1.5372 0.8963  0.225
H: -2.9765 0.0438 0.2514  0.215
H: -0.9090 1.6888 1.3870  0.226
H: -0.5102 1.6730 -1.1947  0.202
H: -2.0877 1.3779 -0.9436  0.193
H: 0.7001 -0.3366 1.8877  0.222
O: 2.9554 0.1154 -0.1757  -0.705

=====

D) Entry from the OMol25 dataset: an isolated molecule of C7H10O (wB97M-V/def2-TZVPD).

Calculated values
HOMO energy = -9.4 eV
orbital gap = 10.31 eV
molecular weight = 110.16 u
SMILES string = CC1=CC[C@@H]1CC=O

Each line ends with the natural charge from an NBO analysis.
Positions of all 18 atoms, in Å:
C: 0.1710 1.6826 0.3694  -0.429
C: 1.7021 -0.4458 -0.4817  -0.531
C: 0.4286 0.1121 0.4039  -0.183
C: -1.2673 1.2769 0.0845  -0.189
C: 3.1025 0.2108 -0.4552  0.446
C: -1.0598 -0.0189 -0.1140  0.028
C: -1.7905 -1.2115 -0.5787  -0.648
O: 4.0108 -0.2042 0.2129  -0.509
H: 0.2696 2.0942 1.3352  0.204
H: 0.7665 2.1594 -0.3942  0.203
H: 1.6482 -1.4114 -0.0286  0.227
H: 1.3920 -0.3545 -1.5045  0.205
H: 0.7460 -0.3048 1.3656  0.206
H: -2.1957 1.8843 -0.1814  0.200
H: 3.1572 1.0468 -1.1490  0.102
H: -1.2883 -1.4144 -1.4349  0.223
H: -2.8264 -0.8286 -0.8912  0.216
H: -1.9084 -2.0311 0.0981  0.230

=====

Verdict on stability: C) comes out at the bottom.

=====

A) Entry from the OMol25 dataset: a cluster of 2 separate species, C5H11O2 in total (wB97M-V/def2-TZVPD).

Calculated values
spin multiplicity = 2
HOMO energy (alpha / beta) = -10.9 / -10.4 eV
orbital gap (alpha / beta) = 11.70 / 6.99 eV
molecular weight = 103.14 u

Each line ends with the natural charge from an NBO analysis.
Positions of all 18 atoms, in Å:
C: -1.5315 -0.8417 0.9956  -0.367
C: -0.3463 -0.0705 1.6922  -0.605
C: -1.5286 -0.4231 -0.5627  0.733
O: -1.1823 -1.2958 -1.3958  -0.531
O: -2.0837 0.6535 -0.6404  -0.360
H: -1.3891 -1.8800 1.1105  0.235
H: -2.5029 -0.4415 1.4917  0.238
H: 0.4228 0.2065 1.1100  0.212
H: 0.1283 -0.6684 2.5007  0.223
H: -0.8355 0.7612 2.2871  0.219
C: 2.7422 1.4661 -0.7390  -0.608
C: 2.9208 0.2221 0.1409  -0.598
H: 2.0572 2.2220 -0.2064  0.198
H: 3.6280 1.8937 -0.8180  0.201
H: 2.2104 1.0956 -1.6417  0.213
H: 3.9196 0.3938 0.6667  0.204
H: 2.8751 -0.7291 -0.4037  0.213
H: 2.0746 0.1672 1.0307  0.180

=====

B) Entry from the OMol25 dataset: a cluster of 2 separate species, C5H11O2 in total (wB97M-V/def2-TZVPD).

Calculated values
spin multiplicity = 2
HOMO energy (alpha / beta) = -10.7 / -10.7 eV
orbital gap (alpha / beta) = 11.42 / 7.30 eV
molecular weight = 103.14 u

Each line ends with the natural charge from an NBO analysis.
Positions of all 18 atoms, in Å:
C: 0.4592 -2.7454 -1.7810  -0.666
C: -1.0429 -2.5433 -1.2769  0.717
O: -1.4911 -3.4214 -0.5688  -0.577
O: -1.5788 -1.5517 -1.8237  -0.203
H: 0.6605 -3.7644 -1.4314  0.258
H: 1.1531 -2.0828 -1.2458  0.235
H: 0.6416 -2.6072 -2.8566  0.236
C: -0.1655 1.4667 0.6635  -0.412
C: -0.6568 2.8124 1.2215  -0.631
C: 1.0615 0.7361 1.1945  -0.617
H: 0.0346 1.4859 -0.4352  0.198
H: -1.1025 0.8939 0.7421  0.205
H: -0.0449 3.5028 0.6208  0.201
H: -1.6477 3.2132 0.9397  0.216
H: 0.8639 -0.2047 1.7422  0.211
H: 1.8162 1.2693 1.7743  0.214
H: -0.5181 3.1722 2.2257  0.217
H: 1.5579 0.3685 0.2950  0.199

=====

Verdict on stability: A) comes out at the bottom.